{
  "formula": "C27H42AlCl3N4O3Si",
  "method": "ωB97M-V/def2-TZVPD",
  "elements": ["C", "C", "H", "H", "H", "C", "C", "H", "H", "H", "H", "Al", "Cl", "Cl", "C", "O", "N", "C", "C", "H", "H", "H", "H", "H", "H", "H", "H", "H", "C", "C", "N", "H", "C", "O", "H", "H", "H", "H", "O", "C", "C", "C", "H", "C", "H", "C", "H", "C", "C", "H", "H", "H", "Si", "Cl", "C", "C", "C", "H", "H", "H", "H", "H", "H", "H", "H", "H", "N", "C", "N", "C", "C", "C", "C", "C", "C", "H", "H", "H", "H", "H", "H"],
  "coordinates": [[2.560, -2.487, -2.396], [2.697, -1.756, -3.713], [2.882, -3.527, -2.481], [1.516, -2.450, -2.052], [3.146, -1.976, -1.626], [2.691, -2.456, -4.899], [2.408, -3.904, -5.016], [2.993, -1.960, -5.824], [1.419, -4.175, -4.619], [3.149, -4.534, -4.506], [2.419, -4.179, -6.075], [0.335, -0.260, -0.299], [2.407, -0.369, 0.619], [1.000, 1.740, -1.488], [-0.129, 2.010, 1.424], [-0.556, 0.995, 0.783], [-0.959, 2.996, 1.769], [-2.381, 2.851, 1.408], [-0.442, 4.347, 1.958], [0.948, 2.136, 1.700], [-2.788, 1.926, 1.855], [-2.525, 2.812, 0.308], [-2.894, 3.722, 1.830], [0.504, 4.290, 2.517], [-1.175, 4.943, 2.513], [-0.240, 4.840, 0.988], [1.114, -2.287, 4.646], [-1.013, -3.826, 1.635], [0.144, -2.786, 4.505], [-1.357, -3.434, 2.600], [-0.356, -2.540, 3.154], [-0.560, -2.409, 5.270], [0.106, -1.572, 2.361], [-0.263, -1.486, 1.156], [-2.306, -2.895, 2.441], [0.842, -0.878, 2.791], [0.262, -3.873, 4.656], [-1.511, -4.253, 3.311], [-0.214, -1.114, -1.528], [2.826, -0.355, -3.629], [1.768, 0.303, -5.797], [2.544, 0.604, -4.637], [1.415, -0.717, -5.950], [1.401, 1.309, -6.693], [3.090, 0.044, -2.649], [2.944, 1.961, -4.445], [0.772, 1.054, -7.549], [1.822, 2.626, -6.486], [2.605, 2.943, -5.355], [3.499, 2.195, -3.535], [1.542, 3.410, -7.194], [2.944, 3.972, -5.199], [-2.398, -0.452, -2.374], [-3.314, -1.784, -3.386], [-0.934, -0.195, -3.670], [-3.044, 1.295, -2.262], [-2.820, -1.068, -0.548], [-0.259, 0.621, -3.367], [-1.341, 0.029, -4.682], [-0.315, -1.099, -3.755], [-2.421, -2.083, -0.379], [-3.922, -1.075, -0.422], [-2.390, -0.427, 0.236], [-3.400, 1.520, -3.275], [-2.228, 1.974, -1.974], [-3.873, 1.353, -1.544], [-2.537, 0.627, 5.149], [-2.136, 0.446, 3.864], [-0.814, 0.481, 3.787], [-0.323, 0.711, 5.048], [0.991, 0.669, 5.524], [1.176, 0.671, 6.917], [0.082, 0.761, 7.803], [-1.240, 0.827, 7.319], [-1.409, 0.804, 5.946], [-3.494, 0.634, 5.477], [-2.831, 0.289, 3.048], [1.801, 0.623, 4.787], [2.187, 0.605, 7.322], [0.271, 0.777, 8.880], [-2.112, 0.895, 7.970]],
  "lumo_ha": -0.0789
}

---

{
  "formula": "C27H42AsF2N2O2RuSSi3",
  "method": "ωB97M-V/def2-TZVPD",
  "elements": ["Ru", "O", "C", "C", "C", "C", "C", "C", "C", "N", "C", "C", "N", "C", "C", "C", "C", "C", "C", "C", "O", "H", "H", "H", "H", "H", "H", "H", "H", "H", "H", "H", "H", "H", "H", "C", "Si", "C", "C", "As", "Si", "C", "C", "C", "Si", "C", "C", "C", "H", "H", "H", "H", "H", "H", "H", "H", "H", "H", "H", "H", "H", "H", "H", "H", "H", "H", "H", "H", "H", "H", "H", "H", "H", "H", "H", "S", "C", "F", "C", "F", "H"],
  "coordinates": [[-0.260, -0.078, 0.992], [0.811, -1.874, 1.090], [1.573, -2.302, 2.037], [2.183, -3.583, 1.877], [2.993, -4.148, 2.824], [3.287, -3.478, 4.022], [2.737, -2.236, 4.204], [1.898, -1.623, 3.254], [1.422, -0.310, 3.592], [0.642, 0.403, 2.880], [0.240, 1.718, 3.327], [-1.166, 1.964, 2.816], [-1.221, 1.743, 1.362], [-1.603, 2.763, 0.681], [-1.925, 2.922, -0.739], [-2.256, 4.223, -1.132], [-2.684, 4.518, -2.413], [-2.805, 3.488, -3.336], [-2.479, 2.189, -2.982], [-2.029, 1.900, -1.702], [-1.792, 0.604, -1.394], [1.972, -4.105, 0.957], [3.425, -5.124, 2.634], [3.925, -3.924, 4.773], [2.946, -1.689, 5.118], [1.779, 0.090, 4.550], [0.919, 2.467, 2.901], [0.267, 1.801, 4.420], [-1.502, 2.976, 3.066], [-1.848, 1.241, 3.267], [-1.801, 3.685, 1.234], [-2.169, 5.020, -0.402], [-2.929, 5.536, -2.683], [-3.152, 3.693, -4.341], [-2.557, 1.370, -3.685], [-1.957, -4.109, -2.792], [-0.304, -4.331, -1.919], [0.459, -5.917, -2.618], [-0.701, -4.710, -0.125], [0.989, -2.421, -2.327], [0.612, -2.205, -4.618], [0.774, -3.772, -5.663], [1.741, -0.959, -5.467], [-1.109, -1.488, -4.842], [3.264, -2.508, -1.820], [3.992, -1.118, -2.875], [4.091, -4.093, -2.434], [3.812, -2.087, -0.086], [-2.637, -4.875, -2.411], [-1.868, -4.240, -3.871], [-2.402, -3.133, -2.600], [-0.111, -6.793, -2.299], [1.484, -6.033, -2.262], [0.490, -5.906, -3.708], [-1.686, -5.184, -0.097], [-0.718, -3.826, 0.511], [0.017, -5.412, 0.297], [1.692, -4.308, -5.413], [0.806, -3.506, -6.722], [-0.059, -4.462, -5.517], [2.717, -1.383, -5.699], [1.894, -0.062, -4.868], [1.267, -0.666, -6.408], [-1.911, -2.089, -4.426], [-1.270, -1.386, -5.919], [-1.160, -0.500, -4.381], [4.139, -1.451, -3.902], [4.959, -0.792, -2.487], [3.320, -0.258, -2.878], [3.757, -4.288, -3.454], [3.836, -4.962, -1.824], [5.180, -3.996, -2.428], [3.316, -1.182, 0.268], [4.877, -1.883, -0.224], [3.681, -2.859, 0.667], [0.828, 1.148, -1.171], [-0.604, 0.281, -0.745], [-1.710, -1.645, 2.940], [-1.854, -1.075, 1.658], [-3.017, -0.301, 1.799], [-2.152, -1.926, 1.030]],
  "relative_energy_ev": 0.234,
  "lumo_ha": 0.0978,
  "total_charge": -1
}

---

{
  "formula": "C27H42BiCl3N4O3SSi",
  "method": "ωB97M-V/def2-TZVPD",
  "elements": ["C", "C", "H", "H", "H", "C", "C", "H", "H", "H", "H", "Bi", "Cl", "Cl", "H", "H", "C", "C", "N", "H", "C", "O", "H", "H", "H", "H", "H", "H", "C", "C", "N", "H", "C", "O", "H", "H", "H", "H", "O", "C", "C", "C", "H", "C", "H", "C", "H", "C", "C", "H", "H", "H", "Si", "Cl", "C", "C", "C", "H", "H", "H", "H", "H", "H", "H", "H", "H", "N", "C", "N", "C", "C", "C", "C", "C", "C", "S", "H", "H", "H", "H", "H", "H"],
  "coordinates": [[3.031, -0.282, -2.486], [2.222, 0.864, -3.013], [3.512, -0.849, -3.284], [2.396, -0.964, -1.904], [3.815, 0.073, -1.799], [2.147, 1.257, -4.291], [2.919, 0.643, -5.409], [1.559, 2.142, -4.558], [3.389, -0.294, -5.099], [3.705, 1.341, -5.729], [2.297, 0.439, -6.291], [-0.300, -0.116, 0.398], [1.844, 0.552, 1.611], [0.677, -2.352, -0.170], [-3.458, -0.756, 5.508], [-1.310, -1.616, 6.685], [-3.180, -1.409, 4.673], [-1.100, -2.183, 5.770], [-1.730, -1.547, 4.625], [-3.545, -0.994, 3.736], [-1.011, -1.235, 3.543], [-1.541, -0.917, 2.451], [-0.019, -2.216, 5.595], [0.092, -1.263, 3.682], [-3.635, -2.389, 4.855], [-1.483, -3.208, 5.890], [0.457, -1.591, -3.209], [-0.595, 0.406, -4.945], [-0.580, -1.962, -3.256], [-1.465, -0.266, -4.821], [-1.495, -0.865, -3.501], [-0.827, -2.454, -2.312], [-2.275, -0.365, -2.536], [-2.230, -0.729, -1.335], [-2.388, 0.310, -4.984], [-2.984, 0.404, -2.883], [-0.650, -2.667, -4.096], [-1.388, -1.063, -5.575], [0.306, 0.797, -1.628], [1.412, 1.569, -1.941], [-0.137, 3.191, -3.123], [0.953, 2.992, -2.279], [-0.627, 2.312, -3.566], [-0.595, 4.485, -3.372], [2.096, 1.653, -1.084], [1.603, 4.078, -1.682], [-1.495, 4.631, -3.966], [0.127, 5.575, -2.879], [1.236, 5.372, -2.052], [2.390, 3.859, -0.953], [-0.181, 6.587, -3.139], [1.823, 6.215, -1.678], [2.075, -5.533, 1.426], [2.931, -4.745, -0.328], [0.400, -6.203, 0.905], [2.250, -4.176, 2.703], [3.019, -7.043, 2.047], [-0.157, -5.489, 0.290], [-0.205, -6.462, 1.781], [0.542, -7.122, 0.321], [2.943, -7.898, 1.367], [2.575, -7.338, 3.007], [4.079, -6.828, 2.215], [1.849, -3.224, 2.342], [3.313, -4.026, 2.934], [1.752, -4.431, 3.645], [-2.257, 2.692, -1.111], [-2.227, 3.004, 0.187], [-1.538, 2.346, 1.100], [-1.626, 2.961, 2.343], [-0.960, 2.594, 3.524], [-1.242, 3.273, 4.711], [-2.078, 4.407, 4.705], [-2.687, 4.834, 3.521], [-2.492, 4.090, 2.363], [-3.179, 4.353, 0.780], [-2.667, 3.357, -1.752], [-1.584, 2.009, -1.459], [-0.226, 1.789, 3.481], [-0.811, 2.936, 5.654], [-2.257, 4.956, 5.634], [-3.320, 5.724, 3.472]],
  "relative_energy_ev": 0.000,
  "lumo_ha": 0.0153
}

---

{
  "formula": "C27H42FN2O3",
  "method": "ωB97M-V/def2-TZVPD",
  "elements": ["C", "C", "C", "C", "C", "C", "N", "C", "O", "C", "C", "C", "C", "C", "C", "F", "C", "C", "C", "O", "C", "C", "O", "H", "H", "H", "H", "H", "H", "H", "H", "H", "H", "H", "H", "H", "H", "H", "H", "H", "H", "H", "H", "H", "H", "C", "C", "C", "N", "C", "C", "C", "C", "C", "C", "H", "H", "H", "H", "H", "H", "H", "H", "H", "H", "H", "H", "H", "H", "H", "H", "H", "H", "H", "H"],
  "coordinates": [[7.956, 0.490, 2.016], [7.224, 1.493, 3.122], [6.383, 2.727, 2.442], [5.079, 2.262, 1.557], [4.410, 0.842, 2.033], [3.716, 0.889, 3.531], [3.493, -0.479, 4.135], [2.731, -0.518, 5.477], [3.260, -0.578, 6.709], [1.183, -0.452, 4.944], [-0.221, 0.015, 5.648], [-1.614, -0.022, 4.732], [-1.632, -0.509, 3.133], [-3.066, -0.479, 2.272], [-4.268, 0.332, 3.076], [-2.786, 0.354, 1.045], [-0.206, -1.027, 2.430], [-0.091, -1.568, 0.882], [0.648, -3.026, 0.717], [1.527, -3.292, -0.284], [1.124, -0.961, 3.387], [2.701, -1.325, 3.131], [3.315, -2.179, 2.309], [9.028, 0.176, 2.435], [8.111, 1.010, 0.961], [7.353, -0.531, 1.912], [8.047, 1.965, 3.821], [6.540, 0.833, 3.845], [7.107, 3.349, 1.733], [5.975, 3.491, 3.257], [5.412, 2.230, 0.415], [4.231, 3.081, 1.629], [3.558, 0.583, 1.245], [5.180, -0.060, 2.009], [2.698, 1.503, 3.465], [4.443, 1.524, 4.211], [-0.231, 0.363, 6.768], [-2.591, 0.329, 5.304], [-3.380, -1.546, 1.904], [-4.588, -0.274, 4.045], [-3.825, 1.361, 3.465], [-5.180, 0.595, 2.389], [0.383, -0.765, 0.137], [-1.212, -1.726, 0.502], [0.476, -3.881, 1.500], [-4.852, 0.111, -6.957], [-4.423, 1.250, -6.038], [-3.077, 1.032, -5.340], [-3.119, 0.250, -3.994], [-1.639, 0.030, -3.593], [-1.480, -0.913, -2.409], [-2.167, -2.245, -2.664], [-3.637, -2.026, -2.977], [-3.832, -1.093, -4.164], [-3.816, 1.111, -2.936], [-5.298, -0.720, -6.407], [-5.613, 0.466, -7.661], [-4.010, -0.273, -7.541], [-5.228, 1.493, -5.340], [-4.304, 2.133, -6.679], [-2.628, 2.004, -5.103], [-2.387, 0.498, -6.004], [-1.129, -0.393, -4.467], [-1.206, 1.013, -3.376], [-0.413, -1.087, -2.230], [-1.874, -0.457, -1.495], [-2.063, -2.893, -1.789], [-1.683, -2.756, -3.503], [-4.152, -1.635, -2.093], [-4.106, -2.992, -3.203], [-4.899, -0.885, -4.290], [-3.433, -1.554, -5.075], [-4.858, 1.259, -3.227], [-3.295, 2.071, -2.872], [-3.778, 0.603, -1.970]],
  "relative_energy_ev": 15.345,
  "lumo_ha": -0.1213,
  "total_charge": 1
}

---

{
  "formula": "C27H42N4O2",
  "method": "ωB97M-V/def2-TZVPD",
  "elements": ["C", "H", "O", "C", "C", "C", "C", "C", "C", "H", "H", "C", "H", "H", "C", "N", "C", "N", "C", "H", "H", "C", "N", "C", "H", "H", "C", "C", "H", "H", "H", "C", "H", "H", "H", "H", "H", "C", "H", "C", "N", "C", "O", "C", "H", "C", "H", "H", "C", "C", "C", "C", "C", "C", "H", "H", "H", "H", "H", "H", "H", "H", "H", "H", "H", "H", "H", "H", "H", "H", "H", "H", "H", "H", "H"],
  "coordinates": [[-1.926, 6.293, -7.150], [-2.197, 7.258, -7.577], [-1.306, 6.581, -5.921], [-0.852, 5.546, -5.162], [-0.233, 5.898, -3.961], [0.261, 4.926, -3.120], [0.157, 3.576, -3.444], [-0.456, 3.236, -4.640], [-0.957, 4.202, -5.497], [-1.423, 3.892, -6.419], [-0.540, 2.195, -4.921], [0.667, 2.526, -2.502], [0.745, 1.563, -3.011], [1.659, 2.804, -2.139], [-0.270, 2.356, -1.288], [0.219, 1.335, -0.369], [-0.429, 0.176, -0.631], [-0.381, -0.995, -0.114], [-1.476, -1.747, -0.712], [-2.052, -2.233, 0.078], [-1.063, -2.525, -1.360], [-2.327, -0.720, -1.518], [-1.389, 0.379, -1.600], [-1.640, 1.792, -1.711], [-1.909, 2.082, -2.728], [-2.438, 2.120, -1.026], [-2.802, -1.174, -2.907], [-3.735, -2.376, -2.787], [-3.206, -3.232, -2.375], [-4.575, -2.147, -2.135], [-4.123, -2.650, -3.765], [-1.638, -1.472, -3.848], [-1.097, -2.361, -3.536], [-0.944, -0.635, -3.864], [-2.009, -1.638, -4.857], [-3.371, -0.336, -3.329], [-3.214, -0.424, -0.930], [1.481, 1.467, 0.321], [2.278, 0.921, -0.200], [1.405, 0.963, 1.770], [1.451, -0.474, 1.845], [2.507, -1.122, 2.379], [3.427, -0.551, 2.936], [2.447, -2.634, 2.221], [3.114, -2.881, 1.391], [2.929, -3.358, 3.480], [3.761, -2.788, 3.898], [3.302, -4.348, 3.205], [1.841, -3.530, 4.544], [2.376, -4.377, 5.702], [1.314, -4.579, 6.778], [0.831, -3.233, 7.307], [0.284, -2.387, 6.162], [1.344, -2.189, 5.082], [0.925, -1.594, 4.269], [2.190, -1.634, 5.493], [-0.585, -2.887, 5.728], [-0.043, -1.416, 6.540], [0.058, -3.384, 8.065], [1.665, -2.709, 7.778], [0.468, -5.127, 6.355], [1.723, -5.178, 7.595], [2.710, -5.348, 5.327], [3.242, -3.874, 6.140], [0.993, -4.060, 4.092], [1.438, -2.945, 1.950], [0.769, -0.956, 1.251], [0.481, 1.329, 2.230], [2.264, 1.338, 2.333], [1.729, 2.530, 0.329], [-0.365, 3.312, -0.763], [0.744, 5.218, -2.198], [-0.151, 6.944, -3.715], [-2.831, 5.693, -7.014], [-1.245, 5.775, -7.833]],
  "relative_energy_ev": 0.815,
  "lumo_ha": 0.0219,
  "smiles": "COc1ccc(C[C@H]2CN3C(=NC[C@@H]3C(C)C)N2CCNC(=O)CCC2CCCCC2)cc1"
}

---

{
  "formula": "C27H42N6O10",
  "method": "ωB97M-V/def2-TZVPD",
  "elements": ["C", "C", "C", "C", "C", "C", "N", "O", "C", "C", "C", "H", "H", "H", "H", "H", "H", "H", "H", "H", "H", "H", "H", "H", "H", "H", "H", "H", "H", "N", "O", "O", "O", "C", "C", "C", "C", "C", "C", "N", "O", "O", "H", "H", "H", "H", "H", "C", "C", "C", "C", "C", "C", "N", "O", "O", "H", "H", "H", "H", "H", "C", "O", "N", "C", "C", "H", "H", "H", "H", "H", "H", "H", "C", "O", "N", "C", "C", "H", "H", "H", "H", "H", "H", "H"],
  "coordinates": [[-1.624, -1.040, 2.081], [-0.606, -2.011, 2.573], [-0.988, -3.484, 2.142], [0.053, -4.591, 2.260], [1.287, -4.207, 1.569], [1.802, -2.767, 1.930], [0.746, -1.696, 1.931], [1.116, -0.572, 1.678], [2.847, -2.496, 0.841], [2.530, -2.791, 3.327], [-0.543, -1.786, 4.112], [-2.673, -1.136, 2.433], [-1.580, -1.037, 0.961], [-1.105, -0.079, 1.980], [-1.472, -3.422, 1.298], [-1.870, -3.709, 2.759], [-0.304, -5.553, 2.019], [0.408, -4.911, 3.335], [1.057, -4.347, 0.554], [2.099, -5.254, 1.788], [3.596, -1.954, 1.050], [2.558, -2.044, -0.101], [3.131, -3.313, 0.548], [2.515, -1.771, 3.879], [3.564, -3.133, 3.100], [2.065, -3.353, 4.081], [-1.367, -2.267, 4.554], [-0.733, -0.703, 4.415], [0.253, -2.305, 4.656], [0.269, 0.290, -1.379], [-0.815, 0.982, -1.437], [1.266, 0.869, -1.826], [0.261, -0.932, -1.496], [-4.055, 0.533, 0.030], [-4.324, 0.425, -1.479], [-5.660, -0.290, -1.813], [-6.432, -1.229, -0.826], [-6.047, -1.011, 0.746], [-4.789, -0.168, 1.006], [-7.504, -2.079, -1.169], [-7.650, -2.989, -0.269], [-8.407, -1.777, -1.888], [-3.323, 1.310, 0.064], [-3.727, 1.029, -2.216], [-5.861, -0.485, -2.942], [-6.517, -1.612, 1.511], [-4.532, 0.013, 2.044], [1.241, 5.973, -3.647], [0.667, 6.698, -2.406], [-0.131, 5.815, -1.434], [-0.875, 4.507, -1.875], [-0.383, 3.841, -3.226], [0.682, 4.737, -4.014], [-2.025, 4.033, -1.165], [-2.821, 3.381, -1.779], [-2.213, 4.631, -0.040], [1.901, 6.405, -4.504], [1.089, 7.589, -2.132], [-0.256, 5.893, -0.324], [-0.772, 2.932, -3.590], [1.229, 4.255, -4.804], [0.559, 2.669, 1.277], [-0.256, 2.263, 2.147], [1.398, 3.740, 1.382], [2.326, 4.072, 0.394], [1.568, 4.337, 2.718], [0.497, 2.161, 0.060], [1.941, 5.014, -0.120], [2.266, 3.441, -0.455], [3.402, 4.203, 0.728], [2.462, 4.333, 2.997], [1.006, 3.960, 3.552], [1.295, 5.399, 2.748], [2.683, -3.560, -2.406], [2.989, -4.649, -1.931], [3.593, -2.857, -3.013], [3.247, -1.369, -3.428], [5.090, -3.199, -3.334], [1.760, -3.011, -2.430], [3.305, -0.916, -2.515], [2.191, -1.458, -3.734], [4.029, -0.978, -4.087], [5.150, -3.131, -4.322], [5.579, -3.964, -2.838], [5.673, -2.331, -2.863]],
  "relative_energy_ev": 2.148,
  "lumo_ha": -0.1191
}

---

Record order is preserved below.
Gap between HOMO and LUMO: 0.153, 0.239, 0.314, 0.292, 0.330, 0.183 Eh
Record order is preserved below.
HOMO level: -0.2316, -0.1409, -0.2986, -0.4133, -0.3085, -0.3025 Ha